1.
13
Properties=species:S:1:pos:R:3:forces:R:3 method="wB97M-V/def2-TZVPD" homo_ev=-8.8 orbital_gap_ha=0.323 charge=0
C -2.66103 -1.01968 -0.26326 6.1 3.6 -0.4
C -2.26675 0.31296 0.17083 0.2 -3.2 -1.2
O -0.82714 0.75802 0.07642 -3.9 1.0 -0.7
C 0.25978 0.05268 -0.01539 1.7 -6.0 3.8
O 0.36237 -1.16201 0.38683 -0.3 4.1 -2.4
C 1.47480 0.99355 -0.10524 -7.4 0.3 -1.6
N 2.63831 0.76698 -0.09585 7.0 -0.9 0.4
S 3.60213 -0.65389 -0.04418 1.2 1.6 1.8
H -1.87700 -1.85618 -0.84178 -2.2 3.0 2.2
H -3.62681 -1.33657 -0.16611 -2.5 -0.4 0.2
H -2.91637 1.25204 0.56397 1.8 -2.8 -1.0
H 0.96641 1.94843 -0.33601 1.2 0.5 0.5
H 4.87130 -0.05633 0.66978 -2.8 -0.9 -1.8


2.
14
Properties=species:S:1:pos:R:3:forces:R:3 method="wB97M-V/def2-TZVPD" homo_ev=-9.4 orbital_gap_ha=0.330 charge=0 smiles="CSC1=NC=CS1(=O)=O"
C -0.99927 0.80635 -2.59718 -1.3 1.0 3.3
S 0.59963 0.38854 -1.86289 1.2 0.1 -2.1
C 0.28154 0.10434 -0.26242 -0.6 -0.9 2.9
N -0.82431 0.11971 0.37734 -0.2 0.7 -1.0
C -0.75942 -0.22148 1.73927 -1.6 -0.4 0.1
C 0.33466 -0.70306 2.22494 3.8 -0.2 1.5
S 1.64832 -0.57481 0.94435 -0.9 -0.5 0.6
O 2.67771 0.36226 1.28278 -0.4 0.4 -0.1
O 2.05259 -1.89860 0.56702 -0.2 0.0 -0.4
H -1.68443 0.61230 -1.64509 0.8 0.7 -2.5
H -1.30053 0.32343 -3.47883 0.0 -1.8 -0.7
H -1.02155 1.84198 -2.96031 0.2 0.1 0.9
H -1.64447 -0.22195 2.37372 -0.2 0.5 -0.6
H 0.63955 -0.93901 3.29730 -0.6 0.2 -1.8


3.
16
Properties=species:S:1:pos:R:3:forces:R:3 method="wB97M-V/def2-TZVPD" homo_ev=-8.5 orbital_gap_ha=0.299 charge=0 smiles="CS(=O)(=O)SC1=C=C(N)SS1"
C 3.32759 -1.09305 1.06123 -1.3 -0.6 0.1
S 2.42976 -0.53181 -0.28602 -3.1 1.0 -3.7
O 1.65931 -1.57685 -0.94786 0.9 0.1 1.4
O 3.32788 0.16041 -1.17483 0.2 0.2 1.1
S 0.95668 0.99379 0.41306 0.4 0.2 0.4
C -0.75114 0.64601 -0.06606 2.9 -2.5 -0.4
C -1.82002 1.27936 0.36186 1.7 1.1 1.1
C -2.90894 0.75567 -0.19613 -2.3 -2.0 -2.8
N -4.12978 1.30070 -0.09108 -2.2 -2.0 -2.7
S -2.75038 -0.68899 -1.30590 -1.7 0.8 0.6
S -0.79981 -0.89634 -1.09987 0.1 1.1 0.4
H 2.72803 -1.66683 1.75362 -0.2 0.1 0.2
H 3.91775 -1.73900 0.46620 1.5 -0.8 0.0
H 3.79040 -0.22532 1.43220 1.0 0.7 0.8
H -4.00355 2.06904 0.47041 -0.7 2.5 1.3
H -4.97378 1.21322 -0.79082 2.7 0.1 2.1


4.
13
Properties=species:S:1:pos:R:3:forces:R:3 method="wB97M-V/def2-TZVPD" homo_ev=-8.8 orbital_gap_ha=0.335 charge=0
N -1.30002 -1.19516 -1.97893 3.2 1.6 -4.7
C -1.31263 -0.79999 -0.72594 -0.6 0.8 2.6
C -0.39259 -0.03988 -0.07830 0.8 -1.8 -7.5
O 0.75569 0.10686 -0.97032 0.6 1.4 0.8
C 1.44275 1.14349 -0.24224 0.0 0.9 0.0
O 1.36993 0.57772 1.09985 -1.7 1.5 -0.3
C -0.04594 0.18152 1.20193 1.8 0.3 4.5
O -0.63555 -0.01111 2.24214 0.9 0.5 -1.0
H -0.50957 -0.52944 -2.49799 -2.4 -2.9 1.4
H -1.61588 -2.04209 -2.55035 0.2 2.0 2.1
H -2.13670 -0.84932 -0.09268 -1.9 -1.4 0.8
H 2.66250 1.37925 -0.47655 -3.8 -0.9 0.3
H 0.62968 2.10912 -0.43602 2.8 -2.0 1.0


5.
13
Properties=species:S:1:pos:R:3:forces:R:3 method="wB97M-V/def2-TZVPD" homo_ev=-10.0 orbital_gap_ha=0.352 charge=0
C 0.91968 0.60316 -0.19452 -3.6 3.3 -1.0
C -1.21047 -0.45649 -0.85334 2.4 -2.2 -3.1
C -2.14703 -0.33286 0.15955 -5.4 3.4 4.2
C -3.12350 0.17578 0.79854 2.2 -3.5 0.2
H 3.27959 -1.03553 1.57328 -0.9 0.8 -5.9
H 3.03300 1.47846 0.01426 -4.0 -4.0 1.4
H -1.22347 -1.52610 -1.28031 -0.4 1.6 0.4
H -1.47412 0.23580 -1.68110 0.6 -0.2 0.5
H -3.88935 -0.00257 1.66309 1.7 0.8 -2.2
N 2.12284 0.39390 0.36166 7.7 2.4 -0.5
O 3.07782 -0.81764 0.20765 -2.0 1.2 5.8
O 0.41775 1.75023 -0.27143 1.7 -2.3 0.1
O 0.21725 -0.46614 -0.49732 -0.1 -1.4 0.1


6.
13
Properties=species:S:1:pos:R:3:forces:R:3 method="wB97M-V/def2-TZVPD" homo_ev=-9.4 orbital_gap_ha=0.373 charge=0 smiles="C1OC2=NOC[C@H]2O1"
C -1.86302 -0.26505 -0.13480 -1.3 0.7 -0.6
O -1.05789 -1.43636 0.00692 -1.6 -0.8 -0.2
C 0.15840 -1.01276 0.18042 2.0 0.4 -0.6
N 1.24220 -1.57450 -0.21025 -0.5 1.1 0.8
O 2.21412 -0.50636 -0.03943 -0.2 -0.3 -0.2
C 1.49185 0.72221 -0.20486 1.4 1.9 -0.5
C 0.18137 0.48984 0.46118 -0.4 -1.4 0.1
O -1.00371 0.85850 -0.26789 0.4 -0.4 0.8
H -2.51460 -0.18267 0.75248 0.3 0.0 -0.2
H -2.48967 -0.32340 -1.06679 0.7 -0.1 0.9
H 1.34898 1.00040 -1.28198 0.0 -0.5 0.7
H 2.11892 1.53085 0.24794 -0.5 -0.8 -0.2
H 0.17306 0.69928 1.55705 -0.3 0.2 -0.7


7.
13
Properties=species:S:1:pos:R:3:forces:R:3 method="wB97M-V/def2-TZVPD" homo_ev=-10.9 orbital_gap_ha=0.395 charge=0 smiles="N#C[C@@](O)(C=O)CO"
N -1.19411 -1.44948 -1.97432 0.0 -0.3 -0.1
C -0.46680 -0.90954 -1.27197 -0.4 1.2 -0.5
C 0.25753 -0.12188 -0.28889 2.1 -0.6 2.8
O 1.47621 -0.85949 0.01103 0.0 1.3 -0.8
C 0.76594 1.35376 -0.51575 1.5 -0.4 -0.8
O 1.97345 1.52269 -0.53312 -1.2 -0.3 0.1
C -0.54936 -0.23017 1.07546 -2.2 0.3 -3.6
O -1.90540 0.28601 0.92188 0.7 -4.4 -2.3
H 2.20138 -0.21254 -0.25633 -0.8 -1.0 0.4
H 0.18276 2.25566 -0.64212 -1.1 -0.1 0.1
H -0.04319 0.14166 1.85446 1.8 2.7 2.6
H -0.48135 -1.24199 1.34937 -0.6 -1.9 -0.2
H -2.21707 -0.53470 0.27031 0.2 3.5 2.3


8.
13
Properties=species:S:1:pos:R:3:forces:R:3 method="wB97M-V/def2-TZVPD" homo_ev=-10.2 orbital_gap_ha=0.385 charge=0 smiles="O=C[C@H]1ON=C[C@H]1O"
O -2.49962 -0.20298 -0.18832 1.6 -0.6 0.4
C -1.51648 -0.92323 -0.28885 -1.5 -0.3 -1.3
C -0.17325 -0.68442 0.33295 -0.5 0.4 0.7
O 0.82902 -1.48537 -0.22527 0.3 -0.9 -1.1
N 1.95167 -0.72121 -0.44142 0.3 0.6 -0.3
C 1.69966 0.49335 -0.16851 1.0 0.5 0.3
C 0.32293 0.76702 0.33001 0.0 0.1 0.0
O -0.33835 1.67214 -0.50704 0.2 -0.2 -0.5
H -1.58829 -1.83782 -0.95098 0.2 0.5 0.6
H -0.16551 -1.03109 1.34748 -0.7 0.1 1.0
H 2.48193 1.25663 -0.28140 -0.4 -0.5 0.0
H 0.24866 1.18719 1.32632 0.5 -0.1 0.5
H -1.25235 1.50979 -0.28496 -1.0 0.4 -0.2


9.
13
Properties=species:S:1:pos:R:3:forces:R:3 method="wB97M-V/def2-TZVPD" homo_ev=-9.1 orbital_gap_ha=0.350 charge=0 smiles="O=C(O)C1=C(O)CN1"
O 2.32849 1.55951 -1.24891 -0.4 0.4 -0.5
C 1.89779 0.78339 -0.45351 -4.1 1.4 -2.6
O 2.60626 0.14939 0.36486 0.9 -3.0 3.5
C 0.34716 0.34562 -0.21076 3.0 0.6 0.2
C -0.84186 0.04605 -0.69013 -1.4 -0.2 -0.4
O -1.40814 0.18789 -1.90934 3.5 0.7 0.3
C -1.27073 -0.64776 0.64054 0.5 -1.6 -2.5
N 0.15467 -0.35959 1.04949 -0.6 -2.5 -1.9
H 1.93560 -0.44278 0.86087 1.4 0.4 -0.3
H -2.29180 -0.01187 -1.87762 -3.4 -0.8 0.1
H -1.99484 -0.08967 1.18370 -0.6 0.3 0.6
H -1.61201 -1.76568 0.50785 1.0 2.1 0.5
H 0.14941 0.24549 1.78294 0.0 2.1 2.8


10.
13
Properties=species:S:1:pos:R:3:forces:R:3 method="wB97M-V/def2-TZVPD" homo_ev=-11.3 orbital_gap_ha=0.419 charge=0 smiles="COC(=O)[C@H](O)C#N"
C -1.99166 0.59559 0.47492 -0.6 0.3 0.3
O -0.79600 0.71747 -0.29347 0.6 -0.3 0.5
C 0.38569 0.39268 0.37452 -4.2 1.2 1.1
O 0.47265 0.56379 1.58692 0.9 -0.8 -3.3
C 1.18667 -0.33801 -0.71003 2.4 1.2 3.2
O 0.54249 -1.50634 -1.12100 0.3 0.1 0.3
C 2.44381 -0.43189 0.24049 1.2 -2.7 -2.5
N 3.47302 -0.75386 0.67419 -1.5 0.9 -0.1
H -1.85855 0.89530 1.51708 0.2 -0.1 -0.2
H -2.33068 -0.44441 0.43154 0.1 0.1 0.0
H -2.75229 1.23994 0.02993 0.2 -0.1 -0.1
H 1.45777 0.29202 -1.56108 0.0 0.2 0.3
H -0.23294 -1.22230 -1.64401 0.5 -0.1 0.4


11.
13
Properties=species:S:1:pos:R:3:forces:R:3 method="wB97M-V/def2-TZVPD" homo_ev=-7.3 orbital_gap_ha=0.208 charge=0
C -0.48964 -0.58607 0.77296 -2.2 -1.0 2.3
C 0.64981 -1.36859 0.58836 -0.1 1.5 -2.4
C 1.21052 -0.86087 -0.59536 2.1 0.3 -1.4
C 0.37165 0.14425 -0.96920 6.9 2.1 -9.3
H -0.53769 0.11498 3.16635 -1.5 -0.6 -1.7
H 1.14214 -2.21184 0.92579 0.0 -1.5 1.9
H 2.19390 -1.00749 -1.18741 -2.1 -0.4 1.3
H 0.22013 1.70158 -2.14997 -1.5 5.4 0.8
H -2.19132 1.71279 0.17865 5.6 -0.4 -0.6
N -0.58899 0.35811 -0.27390 -7.1 1.7 7.6
O -1.42615 -0.55833 1.65700 2.4 0.7 2.0
O 0.42497 0.84628 -2.16610 2.6 -6.3 -0.3
O -0.97932 1.71521 0.05283 -5.0 -1.6 -0.2


12.
13
Properties=species:S:1:pos:R:3:forces:R:3 method="wB97M-V/def2-TZVPD" homo_ev=-10.5 orbital_gap_ha=0.395 charge=0
C -0.57032 -0.96924 -0.68784 0.6 -1.0 1.6
C -0.52612 -0.20120 1.53748 -0.1 0.0 0.0
N 0.12368 -0.59435 0.31277 -0.6 -0.4 -0.9
C 1.91265 0.53315 -0.00781 1.1 1.7 -0.8
C -0.82790 1.18484 -1.67184 -0.5 1.1 -1.3
O 1.54244 1.29115 -0.83826 -0.3 -0.8 0.3
O 2.69530 0.12687 0.75210 -0.2 -0.9 0.6
O -0.63197 1.35191 -2.77456 -0.1 -0.2 0.7
H -0.05107 -1.34049 -1.56216 0.0 0.3 -0.3
H -1.64904 -1.13419 -0.63312 0.0 0.2 0.0
H 0.05750 -0.60707 2.36370 -0.1 0.0 0.1
H -0.50670 0.88852 1.61590 0.0 0.1 0.0
H -1.56845 -0.52991 1.59364 0.1 -0.1 0.0


Summary of E_tot in a.u.
-758.660113, -1156.930748, -1953.265082, -435.774569, -435.571772, -435.785891, -435.808765, -435.801892, -435.810710, -435.825734, -435.561249, -435.859235
(order as listed above)
Summary of energy above the lowest of the compared OMol25 structures with the same formula, charge and spin in eV
5.986, 2.990, 0.000, 3.971, 9.489, 3.663, 3.041, 3.228, 2.988, 2.579, 9.776, 1.667
(order as listed above)